No. 1
Entry from the Open Molecules 2025 dataset: a structure of composition C19H39CdP2Se3SiTe (ωB97M-V/def2-TZVPD).

Geometry as XYZ:
```
66
Properties=species:S:1:pos:R:3
Te -1.91701 0.51859 3.78558
Cd -0.31036 0.05948 1.14513
Se 0.20603 -0.35013 4.84976
Se 1.66270 -0.17092 3.05730
Se -3.58840 -1.23806 4.13350
P 2.73556 0.91251 -0.61018
P 0.73093 2.95607 1.02182
Si -2.74246 0.66122 -1.69017
C -3.00791 -2.93156 0.57071
C -0.72233 -2.90502 -0.47562
C -1.51183 -3.04044 0.66389
C 0.07711 3.39926 -0.64312
C 0.66078 -3.06054 -0.42430
C -2.39433 2.27213 -2.64225
C -2.00430 -0.71722 -2.77150
C 4.04247 -0.36853 -0.39447
C -2.17093 0.69466 0.07750
C -4.62886 0.43393 -1.76669
C 1.24995 -3.39688 0.78741
C 3.31577 1.65599 -2.20555
C -0.88975 -3.34332 1.87410
C 1.47592 -2.94220 -1.68715
C 0.48381 -3.55768 1.93956
C 0.16856 4.45164 1.94549
C 3.41573 2.16523 0.58022
C 1.11757 -4.01309 3.22311
C 2.52393 3.40287 0.76246
H 0.47167 5.37172 1.44012
H 1.39258 -3.85643 -2.28021
H 2.32538 -3.53319 0.84613
H 4.38885 1.85727 -2.17959
H 0.66893 -3.50360 4.07515
H 0.96098 -5.08829 3.35307
H -0.91895 4.42960 2.02954
H -0.93741 -0.84876 -2.57592
H 1.11838 -2.11721 -2.30617
H -1.01049 3.34518 -0.61409
H 2.18831 -3.81414 3.22513
H -2.50393 -1.67028 -2.58037
H 0.58716 4.42982 2.95173
H 3.88674 -1.18735 -1.09703
H 2.85620 3.97518 1.63096
H 4.42282 2.45023 0.25731
H -1.19471 -2.70068 -1.42963
H -1.49352 -3.44238 2.77065
H -2.87496 0.08206 0.65489
H -2.72183 3.15043 -2.07985
H 2.53082 -2.78362 -1.46314
H -3.41388 -2.43459 1.45455
H 3.10035 0.96774 -3.02444
H 3.50170 1.64190 1.53433
H -4.91955 -0.52250 -1.32406
H -2.94161 2.26429 -3.58835
H -5.13184 1.22062 -1.19874
H -3.30627 -2.37780 -0.32144
H 0.38650 4.40270 -0.94540
H 2.59535 4.05330 -0.11397
H -5.00586 0.46185 -2.79248
H -2.28422 1.71478 0.46588
H -1.33318 2.39162 -2.87245
H 0.42678 2.66605 -1.37162
H 3.97087 -0.76987 0.61736
H 5.03762 0.05569 -0.54711
H 2.77997 2.58720 -2.39807
H -2.12669 -0.48906 -3.83343
H -3.45738 -3.92752 0.52423
```

Properties
HOMO-LUMO gap: 5.692 eV
total charge: -1
molecular weight: 834.45 u
energy above the lowest of the compared OMol25 structures with the same formula, charge and spin: 1.9 kJ/mol
HOMO level: -3.241 eV
E: -254692.3453 eV

Results of the Mulliken charge analysis, in e, for atoms 1 through 5: number 1, Te, carries 0.013; number 2, Cd, carries 1.242; number 3, Se, carries -0.338; number 4, Se, carries -0.553; number 5, Se, carries -0.707

***

No. 2
Entry from the Open Molecules 2025 dataset: a cluster of 3 separate species, C19H39N3O6P in total (ωB97M-V/def2-TZVPD).

Geometry as XYZ:
```
68
Properties=species:S:1:pos:R:3
P -4.43318 0.30805 -0.51661
O 1.46994 -1.54539 0.50203
O -4.26463 1.46508 3.65221
O -3.80266 -1.04129 0.14102
O 5.79735 -4.89206 -2.04661
O 0.13840 -2.17517 -1.19071
O -1.94541 3.68067 -1.85994
N -2.88388 1.38392 -0.66064
N -0.38958 4.65684 -0.50986
N -4.52718 -0.03352 -2.15209
C 0.29693 5.07351 -1.73945
C -4.67645 0.75220 5.88262
C -1.88810 1.30794 1.50278
C 3.48833 -3.45521 -0.37131
C 1.99293 -3.60936 -0.62511
C -1.48696 0.79179 -0.85201
C -2.43903 3.64050 0.44432
C 1.22867 -2.34462 -0.35843
C -0.96861 0.51390 0.57157
C 6.90481 -6.19346 -3.70183
C -1.54601 3.95956 -0.73988
C 8.05347 -4.26300 -2.46036
C -2.70922 2.27358 5.26549
C 0.52235 4.06401 0.47626
C -1.37963 -0.39023 -1.80566
C 6.81303 -5.09496 -2.67256
C -2.80938 2.15557 0.64014
C 0.05481 -0.92820 -1.87784
C -3.91675 1.49187 4.81493
H -0.90898 1.59214 -1.31294
H -3.96012 -1.07366 1.09560
H 8.88226 -4.90095 -2.14890
H 1.07795 3.22663 0.04161
H 1.78682 -3.95942 -1.63495
H -5.52392 0.23211 5.44397
H 3.95693 -2.81746 -1.12070
H -0.02035 3.72165 1.35411
H -3.35477 4.19778 0.23837
H 0.07173 0.81824 0.64185
H -3.80578 2.17689 1.08311
H -1.04558 -0.55321 0.76495
H -2.24831 2.77548 4.41778
H 3.67172 -3.01443 0.60762
H 7.86794 -3.50991 -1.69875
H -4.02093 0.03442 6.37902
H -3.00356 3.01767 6.00709
H -1.65823 -0.07457 -2.81653
H 1.23936 4.81444 0.80213
H 7.69635 -6.89403 -3.43057
H -2.47801 0.64068 2.12884
H 0.33845 -1.09209 -2.91776
H -2.04574 4.02256 1.38282
H -5.27974 -0.68768 -2.34607
H 7.15593 -5.77279 -4.67709
H -3.09976 2.04587 -1.41939
H -1.98550 1.60672 5.73715
H 3.98588 -4.41965 -0.41818
H 1.58411 -4.35874 0.06172
H -3.68506 -0.35851 -2.60837
H -1.33970 1.93149 2.20847
H 5.95696 -6.72170 -3.76483
H -2.02216 -1.21963 -1.51296
H -5.03082 1.45287 6.64030
H 8.34287 -3.77790 -3.39421
H 1.31658 5.35481 -1.48768
H -0.19939 5.94509 -2.15920
H 0.76950 -0.22577 -1.44141
H 0.32076 4.27207 -2.47852
```

Properties
HOMO-LUMO gap: 9.263 eV
total charge: +1
molecular weight: 436.51 u
HOMO level: -11.186 eV
E: -46375.7355 eV

Results of the Mulliken charge analysis, in e, for atoms 1 through 5: number 1, P, carries 0.138; number 2, O, carries -0.526; number 3, O, carries -0.516; number 4, O, carries -0.404; number 5, O, carries -0.487

***

What did the first record say?
Entry from the Open Molecules 2025 dataset: a structure of composition C19H39CdP2Se3SiTe (ωB97M-V/def2-TZVPD).

Geometry as XYZ:
```
66
Properties=species:S:1:pos:R:3
Te -1.91701 0.51859 3.78558
Cd -0.31036 0.05948 1.14513
Se 0.20603 -0.35013 4.84976
Se 1.66270 -0.17092 3.05730
Se -3.58840 -1.23806 4.13350
P 2.73556 0.91251 -0.61018
P 0.73093 2.95607 1.02182
Si -2.74246 0.66122 -1.69017
C -3.00791 -2.93156 0.57071
C -0.72233 -2.90502 -0.47562
C -1.51183 -3.04044 0.66389
C 0.07711 3.39926 -0.64312
C 0.66078 -3.06054 -0.42430
C -2.39433 2.27213 -2.64225
C -2.00430 -0.71722 -2.77150
C 4.04247 -0.36853 -0.39447
C -2.17093 0.69466 0.07750
C -4.62886 0.43393 -1.76669
C 1.24995 -3.39688 0.78741
C 3.31577 1.65599 -2.20555
C -0.88975 -3.34332 1.87410
C 1.47592 -2.94220 -1.68715
C 0.48381 -3.55768 1.93956
C 0.16856 4.45164 1.94549
C 3.41573 2.16523 0.58022
C 1.11757 -4.01309 3.22311
C 2.52393 3.40287 0.76246
H 0.47167 5.37172 1.44012
H 1.39258 -3.85643 -2.28021
H 2.32538 -3.53319 0.84613
H 4.38885 1.85727 -2.17959
H 0.66893 -3.50360 4.07515
H 0.96098 -5.08829 3.35307
H -0.91895 4.42960 2.02954
H -0.93741 -0.84876 -2.57592
H 1.11838 -2.11721 -2.30617
H -1.01049 3.34518 -0.61409
H 2.18831 -3.81414 3.22513
H -2.50393 -1.67028 -2.58037
H 0.58716 4.42982 2.95173
H 3.88674 -1.18735 -1.09703
H 2.85620 3.97518 1.63096
H 4.42282 2.45023 0.25731
H -1.19471 -2.70068 -1.42963
H -1.49352 -3.44238 2.77065
H -2.87496 0.08206 0.65489
H -2.72183 3.15043 -2.07985
H 2.53082 -2.78362 -1.46314
H -3.41388 -2.43459 1.45455
H 3.10035 0.96774 -3.02444
H 3.50170 1.64190 1.53433
H -4.91955 -0.52250 -1.32406
H -2.94161 2.26429 -3.58835
H -5.13184 1.22062 -1.19874
H -3.30627 -2.37780 -0.32144
H 0.38650 4.40270 -0.94540
H 2.59535 4.05330 -0.11397
H -5.00586 0.46185 -2.79248
H -2.28422 1.71478 0.46588
H -1.33318 2.39162 -2.87245
H 0.42678 2.66605 -1.37162
H 3.97087 -0.76987 0.61736
H 5.03762 0.05569 -0.54711
H 2.77997 2.58720 -2.39807
H -2.12669 -0.48906 -3.83343
H -3.45738 -3.92752 0.52423
```

Properties
HOMO-LUMO gap: 5.692 eV
total charge: -1
molecular weight: 834.45 u
energy above the lowest of the compared OMol25 structures with the same formula, charge and spin: 1.9 kJ/mol
HOMO level: -3.241 eV
E: -254692.3453 eV

Results of the Mulliken charge analysis, in e, for atoms 1 through 5: number 1, Te, carries 0.013; number 2, Cd, carries 1.242; number 3, Se, carries -0.338; number 4, Se, carries -0.553; number 5, Se, carries -0.707